{"formula": "C40H38GeOP2SV", "method": "ωB97M-V with the def2-TZVPD basis set", "species": ["V", "O", "S", "C", "C", "C", "C", "C", "C", "P", "C", "C", "C", "C", "C", "C", "C", "C", "C", "C", "C", "C", "C", "C", "C", "C", "C", "C", "P", "C", "C", "C", "C", "C", "C", "C", "C", "C", "C", "C", "C", "H", "H", "H", "H", "H", "H", "H", "H", "H", "H", "H", "H", "H", "H", "H", "H", "H", "H", "H", "H", "H", "H", "H", "H", "H", "H", "H", "H", "C", "Ge", "C", "C", "C", "H", "H", "H", "H", "H", "H", "H", "H", "H", "H"], "positions_angstrom": [[0.41506, -0.51338, 0.23116], [0.74549, 1.67004, -2.32749], [-0.09146, 1.18428, -1.20738], [-0.48536, 2.65438, -0.23869], [-1.06769, 3.77474, -0.82617], [-1.33134, 4.88886, -0.04917], [-0.98611, 4.87646, 1.29646], [-0.29787, 3.80414, 1.83758], [0.01120, 2.68679, 1.06455], [1.15332, 1.30435, 1.53844], [1.22059, 1.43126, 3.35575], [0.85793, 0.31527, 4.09423], [0.93329, 0.32691, 5.48330], [1.38011, 1.45827, 6.14153], [1.76052, 2.58024, 5.41118], [1.68753, 2.56399, 4.03047], [2.80700, 1.98174, 1.08317], [3.92483, 1.71484, 1.87694], [5.19482, 2.08597, 1.46247], [5.37192, 2.72938, 0.24613], [4.26999, 2.98756, -0.55417], [2.99809, 2.61278, -0.14446], [-1.66275, 0.62358, -1.94512], [-2.79162, 1.38280, -2.20402], [-3.89044, 0.79278, -2.81992], [-3.84930, -0.53963, -3.18640], [-2.71346, -1.29686, -2.94048], [-1.60822, -0.72989, -2.31982], [-0.13971, -1.68628, -1.78570], [1.19199, -1.21096, -2.93378], [0.98969, -0.71365, -4.21725], [2.06299, -0.28793, -4.98013], [3.35032, -0.33814, -4.46293], [3.56196, -0.82320, -3.18202], [2.48660, -1.26151, -2.42483], [-0.55122, -3.37959, -2.33781], [-0.89823, -4.32168, -1.37806], [-1.23268, -5.61833, -1.74582], [-1.21037, -5.98561, -3.08102], [-0.84587, -5.05625, -4.04821], [-0.51690, -3.76223, -3.67958], [-1.27276, 3.78004, -1.88739], [-1.80015, 5.75981, -0.48758], [-1.21673, 5.72976, 1.92153], [0.00310, 3.85187, 2.87399], [0.49495, -0.56154, 3.57310], [0.63783, -0.55065, 6.04369], [1.44105, 1.46747, 7.22235], [2.12332, 3.46377, 5.92080], [2.03226, 3.42555, 3.47159], [3.81424, 1.20400, 2.82407], [6.04555, 1.86858, 2.09608], [6.36238, 3.02429, -0.07642], [4.39262, 3.47986, -1.51062], [2.17312, 2.81941, -0.81113], [-2.85465, 2.41430, -1.90065], [-4.78125, 1.38023, -2.99988], [-4.70895, -1.00335, -3.65310], [-2.69814, -2.34265, -3.21694], [-0.01596, -0.62299, -4.61156], [1.88986, 0.10536, -5.97359], [4.18628, 0.01018, -5.05571], [4.56040, -0.85569, -2.76498], [2.66584, -1.65316, -1.42530], [-0.89635, -4.04471, -0.33180], [-1.50305, -6.33790, -0.98362], [-1.46697, -6.99652, -3.37068], [-0.81304, -5.34145, -5.09194], [-0.22527, -3.05082, -4.44125], [-2.11346, -3.45749, 2.01516], [-2.37590, -1.51700, 2.22793], [-2.21447, -1.16433, 4.16489], [-4.25049, -1.14729, 1.74434], [-1.25540, -0.41398, 1.08123], [-2.79362, -4.01450, 2.66148], [-1.09328, -3.76029, 2.25871], [-2.32454, -3.74402, 0.98566], [-3.08284, -1.58144, 4.67929], [-2.16904, -0.09673, 4.38070], [-1.32615, -1.62818, 4.59470], [-4.94207, -1.71374, 2.36966], [-4.43335, -1.40962, 0.70105], [-4.46762, -0.08464, 1.86393], [-1.93193, 0.40394, 0.78529]], "mulliken_charge": [-0.59, -0.72, 0.88, -0.36, -0.43, -1.07, -0.73, -0.87, 0.72, 2.36, -0.26, -0.48, -0.67, -0.50, -0.93, -0.14, 0.69, -0.39, -0.70, -0.53, -0.92, -0.23, 0.29, -0.77, -1.03, -0.85, -1.06, 0.59, 1.88, 0.90, -0.19, -0.81, -0.56, -0.74, -0.54, -0.22, -0.43, -0.60, -0.53, -0.68, -0.09, 0.74, 0.40, 0.44, 0.57, 0.19, 0.40, 0.40, 0.41, 0.59, 0.41, 0.40, 0.40, 0.46, 0.18, 0.49, 0.40, 0.41, 0.38, 0.38, 0.40, 0.39, 0.46, 0.27, 0.35, 0.44, 0.38, 0.43, 0.38, -1.31, 0.47, -1.29, -1.34, -0.24, 0.47, 0.40, 0.30, 0.46, 0.35, 0.32, 0.40, 0.34, 0.38, 0.05], "de_lowest_kcal_mol": 20.04, "multiplicity": 2, "total_charge": 0}